Entry 1:
10 unconnected molecules or ions with the total composition C34H96N12O10 in a non-equilibrium geometry. Source: OMol25; level of theory: the ωB97M-V functional and the def2-TZVPD basis.

Each line ends with the Mulliken charge.
Atoms and positions in Å:
C 11.720 -4.264 21.533  -0.796
C 11.377 -3.768 20.123  1.098
C 10.890 -2.356 20.025  -0.978
O 9.775 -2.189 20.886  -0.310
C 9.178 -0.915 20.772  -0.803
N 12.607 -3.871 19.289  0.277
H 12.223 -5.230 21.538  0.025
H 10.784 -4.425 22.081  0.449
H 12.309 -3.481 22.015  0.124
H 10.662 -4.479 19.698  -0.638
H 10.596 -2.205 18.978  0.442
H 11.622 -1.596 20.333  0.389
H 9.271 -0.477 19.778  0.328
H 9.632 -0.256 21.525  0.295
H 8.132 -0.998 21.063  0.241
H 13.235 -3.123 19.585  0.384
H 13.122 -4.706 19.564  -0.561
C 15.697 -4.441 21.914  -0.030
C 15.124 -4.017 23.266  1.012
C 16.046 -4.337 24.427  -1.077
O 16.435 -5.694 24.523  -0.331
C 15.373 -6.598 24.689  -0.225
N 14.902 -2.565 23.193  -0.718
H 16.614 -3.883 21.736  0.449
H 14.971 -4.318 21.112  -0.214
H 15.915 -5.510 21.977  -0.378
H 14.136 -4.474 23.432  0.005
H 15.661 -3.881 25.348  0.367
H 17.003 -3.847 24.215  0.289
H 15.789 -7.603 24.728  0.153
H 14.729 -6.590 23.797  -0.153
H 14.697 -6.371 25.520  0.454
H 14.272 -2.239 23.918  0.292
H 14.483 -2.285 22.317  0.223
C 6.028 -7.378 22.726  -1.464
C 7.354 -8.117 22.768  0.745
C 8.451 -7.277 22.120  0.240
O 8.055 -6.824 20.857  -0.438
C 8.861 -7.256 19.783  0.447
N 7.664 -8.318 24.178  -0.644
H 5.698 -7.198 21.704  0.315
H 6.082 -6.420 23.244  0.325
H 5.230 -7.947 23.212  0.450
H 7.260 -9.068 22.226  -0.088
H 9.386 -7.855 22.156  -0.518
H 8.682 -6.438 22.790  0.449
H 8.235 -7.457 18.912  0.353
H 9.389 -8.193 19.971  -0.067
H 9.563 -6.460 19.519  -0.573
H 8.517 -8.788 24.452  0.102
H 6.921 -8.819 24.648  0.261
C 10.674 -8.628 13.232  -1.258
C 10.970 -7.127 13.264  0.387
C 11.692 -6.724 14.525  0.355
O 10.835 -6.998 15.616  -0.519
C 11.475 -6.782 16.852  0.633
N 11.779 -6.744 12.103  -0.673
H 11.596 -9.194 13.390  0.158
H 10.270 -8.950 12.269  0.412
H 9.932 -8.943 13.970  0.297
H 10.036 -6.565 13.216  0.270
H 11.906 -5.648 14.482  0.221
H 12.653 -7.246 14.634  -0.438
H 11.867 -5.760 16.917  0.174
H 12.358 -7.426 16.956  -0.300
H 10.770 -7.010 17.647  0.034
H 11.295 -6.955 11.244  0.254
H 12.697 -7.165 12.123  0.213
C 13.820 -12.900 20.787  -1.121
C 12.423 -12.693 21.365  1.399
C 11.486 -11.943 20.425  -0.205
O 10.201 -11.918 21.012  -0.420
C 9.294 -10.963 20.510  -0.614
N 11.879 -14.039 21.696  -0.886
H 14.299 -11.985 20.441  -0.123
H 13.826 -13.706 20.053  0.431
H 14.384 -13.288 21.640  0.376
H 12.509 -12.196 22.334  -0.769
H 11.488 -12.466 19.461  0.552
H 11.912 -10.938 20.300  0.047
H 8.343 -11.489 20.363  0.423
H 9.541 -10.523 19.542  0.316
H 9.057 -10.181 21.239  -0.064
H 11.584 -14.455 20.810  0.342
H 10.967 -13.885 22.126  0.315
C 14.342 -10.187 17.642  -0.943
C 15.495 -9.530 16.883  0.832
C 15.006 -8.711 15.702  0.292
O 16.072 -8.091 14.999  -0.449
C 16.840 -9.006 14.233  -0.809
N 16.295 -8.701 17.804  -0.323
H 14.779 -10.861 18.377  0.118
H 13.661 -10.730 16.986  0.492
H 13.756 -9.392 18.116  -0.171
H 16.172 -10.345 16.598  0.465
H 14.349 -7.920 16.074  -1.302
H 14.415 -9.285 14.975  0.501
H 17.651 -9.406 14.848  0.264
H 17.259 -8.460 13.391  0.282
H 16.222 -9.827 13.861  0.334
H 15.650 -8.034 18.226  -0.107
H 16.915 -8.155 17.209  0.253
C 11.182 -8.392 25.074  -1.920
C 12.334 -8.867 24.174  2.089
C 13.222 -9.872 24.864  -1.415
O 14.151 -10.401 23.913  0.162
C 15.333 -10.927 24.486  -0.750
N 11.704 -9.473 22.965  -0.179
H 11.571 -7.953 25.998  0.505
H 10.478 -9.188 25.306  0.376
H 10.697 -7.566 24.551  0.432
H 12.874 -7.958 23.894  -0.751
H 12.581 -10.744 25.066  0.325
H 13.738 -9.435 25.720  0.580
H 15.876 -10.177 25.073  0.337
H 15.973 -11.209 23.652  -0.010
H 15.092 -11.793 25.112  0.318
H 10.695 -9.562 22.958  0.200
H 12.034 -10.434 23.000  -0.493
C 18.436 -12.660 20.695  -1.825
C 17.757 -11.329 20.414  2.088
C 18.349 -10.153 21.150  -1.342
O 17.319 -9.195 21.322  0.174
C 17.732 -8.021 21.970  -0.335
N 17.902 -11.084 18.963  -0.842
H 18.471 -12.848 21.771  0.405
H 19.426 -12.756 20.248  0.362
H 17.881 -13.468 20.210  0.393
H 16.695 -11.455 20.652  -0.678
H 19.183 -9.706 20.594  0.429
H 18.781 -10.466 22.113  0.435
H 18.455 -8.142 22.785  0.403
H 16.871 -7.536 22.437  -0.536
H 18.131 -7.325 21.222  0.285
H 17.420 -10.219 18.670  0.362
H 17.325 -11.721 18.410  0.325
C 13.885 -3.552 15.738  0.422
O 14.243 -3.145 14.646  -0.673
N 14.403 -4.644 16.394  -0.102
N 12.832 -2.976 16.410  -0.230
H 14.160 -4.672 17.372  0.093
H 15.152 -5.217 16.056  0.141
H 12.361 -2.222 15.946  0.154
H 12.369 -3.384 17.214  0.120
C 13.443 -7.433 20.138  0.413
O 13.965 -6.722 19.284  -0.618
N 14.085 -8.151 21.114  1.503
N 12.095 -7.651 20.247  1.417
H 15.022 -7.920 21.387  -0.632
H 13.457 -8.673 21.705  -0.674
H 11.777 -8.255 20.992  -0.509
H 11.418 -7.111 19.746  -0.666

* 2S+1: 1
* frontier orbital gap: 9.18 eV
* HOMO: -8.851 eV
* SMILES string: COC[C@H](C)N.COC[C@H](C)N.COC[C@H](C)N.COC[C@H](C)N.COC[C@H](C)N.COC[C@H](C)N.COC[C@H](C)N.COC[C@H](C)N.NC(N)=O.NC(N)=O

---

Entry 2:
A molecular structure, C29H40N2W. Source: OMol25; level of theory: the ωB97M-V functional and the def2-TZVPD basis.

Each line ends with the Mulliken spin population.
Atoms and positions in Å:
W -0.491 -0.592 -0.273  1.945
C 0.212 -0.006 1.781  -0.073
C 1.405 -0.537 1.139  -0.056
C 1.723 0.376 0.076  0.086
C 0.716 1.402 0.115  -0.087
C -0.157 1.231 1.215  0.057
C -1.106 2.254 1.808  0.023
C -2.169 1.567 2.673  -0.001
C -1.749 3.143 0.743  0.004
C -0.220 3.132 2.712  0.007
C 2.814 0.400 -1.012  -0.067
C 2.647 -0.727 -2.056  0.080
C 2.727 1.733 -1.769  0.006
C 4.207 0.336 -0.371  0.002
C 2.144 -1.691 1.845  0.002
C 3.008 -0.987 2.913  0.000
C 1.137 -2.591 2.587  -0.003
C 3.051 -2.572 0.961  0.007
H -0.216 -0.403 2.686  -0.005
H 0.697 2.254 -0.545  -0.005
H -2.664 0.745 2.151  0.002
H -2.937 2.286 2.962  0.001
H -1.744 1.164 3.596  0.001
H -2.406 2.592 0.073  -0.002
H -1.003 3.658 0.131  -0.001
H -2.347 3.914 1.232  0.001
H 0.312 2.536 3.458  0.000
H -0.853 3.846 3.242  0.001
H 0.513 3.695 2.130  -0.001
H 1.606 -0.982 -2.247  -0.030
H 3.157 -1.647 -1.776  0.002
H 3.046 -0.412 -3.021  0.002
H 1.814 1.816 -2.366  0.003
H 3.568 1.789 -2.459  0.000
H 2.791 2.596 -1.102  0.000
H 4.408 -0.616 0.104  0.001
H 4.336 1.131 0.368  -0.001
H 4.962 0.484 -1.146  0.001
H 2.400 -0.382 3.591  0.000
H 3.764 -0.345 2.458  0.000
H 3.522 -1.743 3.512  0.000
H 0.685 -2.089 3.445  0.001
H 1.665 -3.459 2.978  0.000
H 0.338 -2.960 1.943  0.003
H 4.103 -2.342 1.105  0.000
H 2.842 -2.466 -0.096  0.001
H 2.926 -3.623 1.222  0.001
C -3.542 0.168 -0.537  -0.010
N -2.559 -0.917 -0.412  -0.032
C -2.924 -2.161 -0.552  0.016
C -1.911 -3.117 -0.610  -0.002
C -1.858 -4.471 -0.793  0.018
C -0.484 -4.822 -0.893  -0.030
C 0.243 -3.672 -0.777  0.057
N -0.601 -2.592 -0.595  0.009
C -3.245 0.980 -1.770  0.024
C -1.963 1.125 -2.271  -0.068
C -1.650 1.906 -3.371  0.019
C -2.686 2.574 -4.011  -0.001
C -3.985 2.451 -3.535  0.001
C -4.263 1.659 -2.427  -0.004
H -3.492 0.788 0.354  -0.012
H -4.546 -0.250 -0.580  -0.006
H -3.975 -2.416 -0.645  -0.003
H -2.709 -5.137 -0.865  0.003
H -0.080 -5.808 -1.062  0.000
H 1.308 -3.549 -0.824  0.004
H -1.076 0.645 -1.820  0.108
H -0.632 1.986 -3.731  0.000
H -2.477 3.182 -4.882  0.000
H -4.793 2.970 -4.035  0.000
H -5.284 1.568 -2.071  0.000

* 2S+1: 3
* frontier orbital gap (alpha / beta): 6.53 / 7.01 eV
* HOMO (alpha / beta): -14.983 / -15.141 eV
* net charge: +2